Here is a molecular structure, C39H39N5NaO2 from OMol25. Energies are from ωB97M-V/def2-TZVPD.

Values from the calculation:
Charge: -1
LUMO: 1.97 eV

Geometry as XYZ:
```
86
Properties=species:S:1:pos:R:3:forces:R:3
Na 1.7311 -1.8670 0.5584 0.0 0.0 0.0
O -3.5090 -2.7775 -4.4074 0.0 0.0 0.0
C -2.9159 -1.7027 -4.2155 0.0 0.1 0.0
O -3.2502 -0.5334 -4.5048 0.0 0.0 0.0
C -1.5807 -1.8149 -3.4459 0.0 0.0 0.0
C -0.8406 -0.6855 -3.1383 0.0 0.0 0.0
C 0.2682 -0.8005 -2.3108 0.0 0.0 0.0
N 0.6547 -1.9605 -1.7799 0.0 0.0 0.0
C -0.0384 -3.0514 -2.0987 0.0 0.0 0.0
C -1.1456 -3.0285 -2.9385 0.0 0.0 0.0
C 0.3768 -4.3105 -1.4187 0.0 0.0 0.0
C 0.2812 -5.5414 -2.0629 0.0 0.0 0.0
C 0.6515 -6.6840 -1.3777 0.0 0.0 0.0
C 1.0993 -6.5654 -0.0715 0.0 0.0 0.0
C 1.1651 -5.2986 0.4864 0.0 0.0 0.0
N 0.8153 -4.1927 -0.1633 0.0 0.0 0.0
C 1.0696 0.3953 -1.9247 0.0 0.0 0.0
C 1.1425 1.5163 -2.7504 0.0 0.0 0.0
C 1.9093 2.5941 -2.3469 0.0 0.0 0.0
C 2.5846 2.5231 -1.1378 0.0 0.0 0.0
C 2.4541 1.3683 -0.3829 0.0 0.0 0.0
N 1.7128 0.3313 -0.7587 0.0 0.0 0.0
H -1.1888 0.2685 -3.5091 0.0 0.0 0.0
H -1.7326 -3.9125 -3.1514 0.0 0.0 0.0
H -0.0655 -5.5867 -3.0862 0.0 0.0 0.0
H 0.5958 -7.6528 -1.8581 0.0 0.0 0.0
H 1.4009 -7.4292 0.5051 0.0 0.0 0.0
H 1.5227 -5.1569 1.4990 0.0 0.0 0.0
H 0.6216 1.5268 -3.6975 0.0 0.0 0.0
H 1.9889 3.4731 -2.9746 0.0 0.0 0.0
H 3.2091 3.3349 -0.7895 0.0 0.0 0.0
H 2.9674 1.2578 0.5663 0.0 0.0 0.0
C 4.2312 -1.1138 1.4938 0.0 0.0 0.0
C 4.4231 -1.5424 0.1642 0.0 0.0 0.0
C 4.2228 -2.9342 0.1218 0.0 0.0 0.0
C 3.9092 -3.3687 1.4270 0.0 0.0 0.0
C 3.9102 -2.2443 2.2748 0.0 0.0 0.0
H 4.3463 -0.1001 1.8577 0.0 0.0 0.0
H 4.6723 -0.9101 -0.6780 0.0 0.0 0.0
H 4.2957 -3.5599 -0.7579 0.0 0.0 0.0
H 3.7377 -4.3923 1.7327 0.0 0.0 0.0
H 3.7346 -2.2588 3.3437 0.0 0.0 0.0
C -5.2431 -0.0302 -1.6876 0.0 0.0 0.0
C -4.2119 0.8853 -1.0254 0.0 0.0 0.0
C -3.6333 1.8146 -2.1031 0.0 0.0 0.0
C -4.9143 1.7168 0.0575 0.0 0.0 0.0
C -3.0796 0.0957 -0.3751 0.0 0.0 0.0
C -2.9735 -1.2851 -0.4432 0.0 0.0 0.0
C -1.9034 -1.9099 0.1830 0.0 0.0 0.0
N -0.9611 -1.2745 0.8637 0.0 0.0 0.0
C -1.0618 0.0544 0.9600 0.0 0.0 0.0
C -2.0890 0.7598 0.3483 0.0 0.0 0.0
C -0.0128 0.7346 1.7874 0.0 0.0 0.0
C 0.0060 2.1219 1.9428 0.0 0.0 0.0
C 0.9763 2.7280 2.7245 0.0 0.0 0.0
C 1.8971 1.8865 3.3441 0.0 0.0 0.0
C 1.8184 0.5232 3.1274 0.0 0.0 0.0
N 0.8940 -0.0504 2.3627 0.0 0.0 0.0
C 1.0671 4.2396 2.9094 0.0 0.0 0.0
C 0.9107 4.5743 4.3987 0.0 0.0 0.0
C 2.4394 4.7206 2.4189 0.0 0.0 0.0
C -0.0123 4.9850 2.1250 0.0 0.0 0.0
H -6.0454 0.5827 -2.1040 0.0 0.0 0.0
H -5.6912 -0.7163 -0.9643 0.0 0.0 0.0
H -4.8072 -0.5964 -2.5116 0.0 0.0 0.0
H -4.4242 2.4638 -2.4874 0.0 0.0 0.0
H -3.2467 1.2275 -2.9383 0.0 0.0 0.0
H -2.8389 2.4498 -1.7032 0.0 0.0 0.0
H -5.7450 2.2696 -0.3866 0.0 0.0 0.0
H -4.2396 2.4400 0.5199 0.0 0.0 0.0
H -5.3130 1.0745 0.8461 0.0 0.0 0.0
H -3.6837 -1.8803 -0.9999 0.0 0.0 0.0
H -1.7921 -2.9873 0.1205 0.0 0.0 0.0
H -2.1337 1.8362 0.4291 0.0 0.0 0.0
H -0.7307 2.7236 1.4362 0.0 0.0 0.0
H 2.6848 2.2755 3.9765 0.0 0.0 0.0
H 2.5447 -0.1486 3.5688 0.0 0.0 0.0
H 1.6843 4.0947 4.9992 0.0 0.0 0.0
H -0.0599 4.2400 4.7700 0.0 0.0 0.0
H 0.9842 5.6538 4.5504 0.0 0.0 0.0
H 3.2524 4.2487 2.9712 0.0 0.0 0.0
H 2.5252 5.8023 2.5465 0.0 0.0 0.0
H 2.5710 4.4878 1.3607 0.0 0.0 0.0
H -1.0152 4.7028 2.4509 0.0 0.0 0.0
H 0.0687 4.7948 1.0529 0.0 0.0 0.0
H 0.1002 6.0591 2.2841 0.0 0.0 0.0
```
Forces are in eV/Å.

***

Here is a molecular structure, C39H40BF4N5O4P2Pt from OMol25. Energies are from ωB97M-V/def2-TZVPD.

Values from the calculation:
Multiplicity: 3
LUMO (spin up / spin down): 0.29 / -1.44 eV

Geometry as XYZ:
```
96
Properties=species:S:1:pos:R:3:forces:R:3
Pt 0.3685 0.3714 -0.1872 0.0 -0.6 -0.2
C -3.8494 1.3327 -1.0329 0.0 0.1 0.1
N -2.4487 1.0860 -0.7389 0.1 -0.2 -0.2
P -1.1287 1.4523 -1.7154 0.1 0.7 0.4
C -1.8251 2.3553 -3.1472 0.0 -0.3 -0.2
C -1.9917 1.6807 -4.3519 0.0 0.0 0.0
C -2.5294 2.3305 -5.4534 0.0 0.0 0.0
C -2.9041 3.6606 -5.3525 0.0 0.0 0.0
C -2.7407 4.3416 -4.1525 0.0 0.0 0.0
C -2.2008 3.6951 -3.0535 0.0 0.0 0.0
C -0.2429 2.8345 -0.8895 -0.1 0.2 0.0
C -0.5941 3.2734 0.3911 0.0 0.0 0.0
C 0.0869 4.3211 0.9900 0.0 0.0 0.0
C 1.1049 4.9630 0.3052 0.0 0.0 0.0
C 1.4311 4.5720 -0.9892 0.0 0.0 0.0
C 0.7662 3.5177 -1.5806 0.0 0.0 -0.1
P -1.8060 -0.0135 0.4975 -0.2 0.4 0.0
C -2.5683 0.6943 1.9816 0.1 -0.1 0.0
C -3.9443 0.6973 2.1758 -0.1 0.0 0.0
C -4.4881 1.2859 3.3104 0.0 0.0 0.0
C -3.6585 1.8751 4.2498 0.1 0.0 0.0
C -2.2812 1.8643 4.0636 0.0 0.0 0.0
C -1.7326 1.2673 2.9415 -0.1 0.0 0.0
C -2.6902 -1.5028 -0.0575 0.0 0.0 0.0
C -3.4223 -2.2949 0.8207 0.0 0.0 0.0
C -4.0978 -3.4114 0.3529 0.0 0.0 0.0
C -4.0279 -3.7587 -0.9886 0.0 0.0 0.0
C -3.2825 -2.9826 -1.8643 0.0 0.0 0.0
C -2.6253 -1.8539 -1.4019 0.0 0.0 0.0
H -4.3117 1.9181 -0.2350 0.0 0.0 0.0
H -4.3928 0.3895 -1.1392 0.0 0.0 0.0
H -3.9542 1.8935 -1.9600 0.0 0.0 0.0
H -1.6939 0.6415 -4.4325 0.0 0.0 0.0
H -2.6494 1.7982 -6.3874 0.0 0.0 0.0
H -3.3207 4.1718 -6.2100 0.0 0.0 0.0
H -3.0313 5.3809 -4.0741 0.0 0.0 0.0
H -2.0657 4.2330 -2.1233 0.0 0.0 0.0
H -1.4128 2.7988 0.9128 0.0 0.0 0.0
H -0.1654 4.6149 1.9991 0.0 0.0 0.0
H 1.6519 5.7666 0.7789 0.0 0.0 0.0
H 2.2116 5.0902 -1.5299 0.0 0.0 0.0
H 1.0024 3.2378 -2.6013 0.0 0.0 0.0
H -4.6033 0.2255 1.4571 0.0 0.0 0.0
H -5.5605 1.2776 3.4573 0.0 0.0 0.0
H -4.0823 2.3360 5.1324 0.0 0.0 0.0
H -1.6241 2.3119 4.7969 0.0 0.0 0.0
H -0.6593 1.2441 2.8129 0.0 0.0 0.0
H -3.4523 -2.0479 1.8733 0.0 0.0 0.0
H -4.6711 -4.0167 1.0424 0.0 0.0 0.0
H -4.5483 -4.6358 -1.3495 0.0 0.0 0.0
H -3.2110 -3.2559 -2.9089 0.0 0.0 0.0
H -2.0441 -1.2527 -2.0926 0.0 0.0 0.0
O -0.9679 -1.3771 1.9010 0.1 0.0 0.2
C 0.0269 -2.0326 1.4964 -0.1 -0.1 0.0
O 0.6040 -1.8263 0.3872 0.1 0.1 -0.1
C 0.5459 -3.1293 2.3594 0.0 0.0 0.0
C 0.0006 -3.3266 3.6204 0.0 0.0 -0.1
C 0.4742 -4.3285 4.4669 0.1 -0.1 0.0
C 1.4988 -5.1072 3.9874 0.0 0.0 -0.1
O 2.1377 -6.1397 4.6115 -0.1 0.1 0.0
C 3.1051 -6.6295 3.6841 0.1 -0.1 0.0
O 3.0486 -5.8217 2.5153 0.0 0.1 -0.1
C 2.0450 -4.9129 2.7261 -0.1 0.0 0.1
C 1.5967 -3.9306 1.8869 0.0 -0.1 0.0
H -0.7987 -2.6741 3.9415 0.0 0.0 0.0
H 0.0640 -4.4855 5.4534 0.0 0.0 0.0
H 2.8595 -7.6631 3.4232 0.0 0.0 0.0
H 4.0996 -6.5546 4.1298 0.0 0.0 0.0
H 2.0180 -3.7743 0.9054 0.0 0.0 0.0
C 2.2756 -0.9628 -2.1119 -0.1 -0.1 0.0
N 2.4173 0.0599 -1.0362 0.0 0.2 0.1
C 3.0964 1.2455 -1.6339 -0.1 0.0 0.0
N 4.3869 0.9015 -2.2023 0.0 0.1 0.0
C 4.1857 -0.1167 -3.2304 0.0 0.0 0.0
N 3.5564 -1.3218 -2.6889 0.0 -0.1 -0.1
C 4.4165 -1.8448 -1.6221 0.0 0.0 0.0
N 4.6246 -0.8596 -0.5665 0.1 -0.1 0.0
C 3.3445 -0.5009 0.0082 -0.1 0.0 0.1
C 5.2303 0.3372 -1.1459 0.0 0.0 0.0
H 1.6219 -0.5482 -2.8846 0.0 0.0 0.0
H 1.8003 -1.8413 -1.6737 0.0 0.0 0.0
H 3.2040 1.9972 -0.8541 0.0 0.0 0.0
H 2.4529 1.6234 -2.4302 0.0 0.0 0.0
H 5.1520 -0.3856 -3.6615 0.0 0.0 0.0
H 3.5500 0.2927 -4.0196 0.0 0.0 0.0
H 5.3816 -2.1208 -2.0514 0.0 0.0 0.0
H 3.9521 -2.7359 -1.1947 0.0 0.0 0.0
H 3.4811 0.2547 0.7778 0.0 0.0 0.0
H 2.8613 -1.3765 0.4376 0.0 0.0 0.0
H 6.2048 0.0817 -1.5667 0.0 0.0 0.0
H 5.3636 1.0818 -0.3595 0.0 0.0 0.0
F 1.2563 0.7266 2.0675 0.1 -0.2 0.1
B 2.2258 1.7611 2.4028 -0.1 0.0 -0.1
F 3.3513 1.1529 2.9195 0.1 -0.1 0.1
F 2.5321 2.4051 1.1887 0.1 0.1 -0.1
F 1.6284 2.6318 3.2938 -0.1 0.1 0.1
```
Forces are in eV/Å.

***

Here is a molecular structure, C39H40GeN4O2RuSe2Si from OMol25. Energies are from ωB97M-V/def2-TZVPD.

Values from the calculation:
Charge: +2
Multiplicity: 5
LUMO (spin up / spin down): -6.07 / -8.49 eV

Geometry as XYZ:
```
90
Properties=species:S:1:pos:R:3:forces:R:3
Ru 0.2461 0.4204 0.1323 -0.1 -0.2 -0.2
Se 3.0407 -1.8079 1.8625 0.0 0.0 0.0
Se 2.2697 0.3421 2.2731 0.0 0.0 0.0
C 2.9878 1.1784 0.6900 0.0 0.0 0.0
C 4.2468 1.7344 0.6285 0.0 0.0 0.0
C 4.6605 2.2928 -0.5759 0.0 0.0 0.0
C 3.8058 2.2702 -1.6673 0.0 0.0 0.0
C 2.5556 1.6984 -1.5307 0.0 0.0 0.0
N 2.1557 1.1719 -0.3641 0.1 0.0 0.0
C 1.3650 -2.6368 1.4177 0.0 0.0 -0.1
C 1.2367 -3.9565 1.8250 0.0 0.0 0.0
C 0.1136 -4.6653 1.4317 0.0 0.0 0.0
C -0.8367 -4.0272 0.6525 0.0 0.0 0.0
C -0.6376 -2.7023 0.3174 0.0 0.0 0.0
N 0.4421 -2.0050 0.6952 0.0 0.0 0.2
H 4.8876 1.7245 1.4988 0.0 0.0 0.0
H 5.6441 2.7358 -0.6592 0.0 0.0 0.0
H 4.0993 2.6874 -2.6198 0.0 0.0 0.0
H 1.8509 1.6441 -2.3492 0.0 0.0 0.0
H 1.9978 -4.4123 2.4436 0.0 0.0 0.0
H -0.0155 -5.6955 1.7352 0.0 0.0 0.0
H -1.7263 -4.5386 0.3140 0.0 0.0 0.0
H -1.3651 -2.1690 -0.2765 0.0 0.0 0.0
O -1.7801 1.5386 -0.6529 0.0 0.0 0.0
C -2.3465 0.7520 0.1238 0.0 0.1 -0.1
O -1.5841 -0.0643 0.7956 0.1 -0.1 0.0
C -3.8261 0.6722 0.2948 0.0 0.0 0.1
C -4.3242 -0.4845 1.1575 0.1 0.0 0.0
Ge -4.2896 -0.2187 3.1164 -0.1 0.1 0.0
C -2.5480 -0.1427 4.0145 0.0 0.0 0.0
C -1.5609 -1.1046 3.7915 0.0 0.0 0.0
C -0.3856 -1.1108 4.5314 0.0 0.0 0.0
C -0.1721 -0.1480 5.5129 0.0 0.0 0.0
C -1.1502 0.8042 5.7601 0.0 0.0 0.0
C -2.3292 0.7992 5.0209 0.0 0.0 0.0
C -5.2925 -1.6725 3.9216 0.0 0.0 0.0
C -5.6069 -1.6148 5.2800 0.0 0.0 0.0
C -6.3142 -2.6401 5.8885 0.0 0.0 0.0
C -6.7161 -3.7420 5.1446 0.0 0.0 0.0
C -6.4107 -3.8140 3.7941 0.0 0.0 0.0
C -5.7035 -2.7834 3.1879 0.0 0.0 0.0
C -5.2152 1.4787 3.3645 -0.1 -0.1 0.1
C -6.5962 1.4698 3.5648 0.0 0.0 0.0
C -7.3105 2.6568 3.6571 0.0 0.0 0.0
C -6.6535 3.8741 3.5486 0.0 0.0 0.0
C -5.2810 3.9013 3.3450 0.0 0.0 0.0
C -4.5718 2.7114 3.2530 0.0 0.0 0.0
H -4.2286 0.6311 -0.7211 0.0 0.0 0.0
H -4.1538 1.6373 0.6978 0.0 0.0 0.0
H -3.8636 -1.4269 0.8539 0.0 0.0 0.0
H -5.3972 -0.5866 0.9772 0.0 -0.1 0.0
H -1.7206 -1.8751 3.0456 0.0 0.0 0.0
H 0.3514 -1.8908 4.3741 0.0 0.0 0.0
H 0.7355 -0.1619 6.1032 0.0 0.0 0.0
H -1.0072 1.5375 6.5436 0.0 0.0 0.0
H -3.0905 1.5382 5.2437 0.0 0.0 0.0
H -5.3026 -0.7588 5.8738 0.0 0.0 0.0
H -6.5558 -2.5802 6.9415 0.0 0.0 0.0
H -7.2713 -4.5410 5.6179 0.0 0.0 0.0
H -6.7298 -4.6685 3.2114 0.0 0.0 0.0
H -5.4851 -2.8519 2.1275 0.0 0.0 0.0
H -7.1230 0.5269 3.6641 0.0 0.0 0.0
H -8.3802 2.6318 3.8185 0.0 0.0 0.0
H -7.2090 4.7992 3.6267 0.0 0.0 0.0
H -4.7668 4.8512 3.2645 0.0 0.0 0.0
H -3.4977 2.7457 3.0957 0.0 0.0 0.0
N -0.5381 4.2625 1.7459 0.0 0.0 0.0
C -0.8323 3.5589 2.8933 0.0 0.0 0.0
C -0.4605 2.2785 2.6524 0.1 -0.1 0.0
N 0.0697 2.2071 1.3752 -0.2 0.0 -0.1
C -0.0103 3.4226 0.8546 0.1 0.0 0.0
H -0.6992 5.2463 1.5955 0.0 0.0 0.0
H -1.2614 4.0245 3.7626 0.0 0.0 0.0
H -0.5268 1.4142 3.2927 0.0 0.0 0.0
H 0.2864 3.7097 -0.1401 0.0 0.0 0.0
C 0.8208 0.3194 -5.5281 0.0 0.0 0.0
Si 0.0518 -1.1244 -4.6371 0.0 0.1 -0.1
C -1.7430 -1.3599 -5.0442 0.0 0.0 0.0
C 1.0528 -2.6776 -4.8040 0.0 0.0 0.0
C 0.1044 -0.6331 -2.8096 0.0 -0.1 0.0
C 0.1282 -0.3234 -1.6114 0.1 0.1 0.1
H 0.6433 0.2135 -6.6007 0.0 0.0 0.0
H 1.9017 0.3520 -5.3796 0.0 0.0 0.0
H 0.3908 1.2733 -5.2194 0.0 0.0 0.0
H -1.8317 -1.6000 -6.1064 0.0 0.0 0.0
H -2.3300 -0.4608 -4.8542 0.0 0.0 0.0
H -2.1784 -2.1859 -4.4803 0.0 0.0 0.0
H 1.1384 -2.9300 -5.8637 0.0 0.0 0.0
H 0.5815 -3.5220 -4.2995 0.0 0.0 0.0
H 2.0627 -2.5598 -4.4094 0.0 0.0 0.0
```
Forces are in eV/Å.

***

no.,strongest force on any atom (eV/Å)
1,0.1
2,0.8
3,0.3